1.
A molecular structure, C23H13Br2Cl2CrF3NO4S4, computed with ωB97M-V with the def2-TZVPD basis set.

Last column: Löwdin charge in e.
Element x y z (Å)
Br -0.2192 2.0327 6.7593  0.69
Br -2.5104 4.1950 2.0703  0.75
Cr -0.3404 0.1903 -0.0964  0.31
Cl -2.5212 -0.8387 0.2654  0.84
Cl -2.8407 -0.4379 -5.1015  0.65
S 1.2320 -2.0620 -1.8226  0.46
S 2.0218 0.5981 -0.1181  0.71
S 0.3134 2.9775 -1.6625  0.49
S -1.4006 0.4029 -2.3801  0.64
F 0.1735 -4.4207 -1.2577  0.09
F -0.8265 -3.4176 -2.9022  0.12
F 1.0689 -4.4060 -3.2265  0.11
O -1.1511 1.7089 0.8410  -0.25
O 1.3980 -1.2998 -3.0161  -0.27
O 0.1323 -1.6503 -0.9158  -0.53
O 2.4034 -2.6089 -1.1912  -0.31
N 0.0914 -0.2770 1.9549  0.04
C -4.4004 -2.0591 -1.2183  -0.13
C 2.7548 1.9538 -0.9505  -0.66
C 0.6914 -0.2845 4.7028  -0.03
C -3.4062 -1.0588 -3.5892  -0.69
C -4.4992 -1.9030 -3.6023  -0.14
C 1.0882 -2.5073 1.6929  -0.02
C -1.4876 2.8354 2.8972  -0.60
C 4.1459 3.9707 -2.3056  -0.15
C 4.1500 2.0288 -0.9038  -0.17
C -0.9965 1.7958 2.0994  -0.41
C -0.0310 0.7909 4.1631  -0.20
C 0.7179 -1.3185 2.5126  -0.28
C 1.0404 -1.3173 3.8780  -0.01
C 4.8483 3.0182 -1.5730  -0.16
C -1.2599 2.8870 4.2672  -0.19
C -0.2832 0.7477 2.7719  -0.13
C 2.7658 3.9328 -2.3346  -0.17
C 0.3775 -3.6511 -2.3561  -0.62
C -2.7348 -0.6823 -2.4024  -0.71
C -3.2928 -1.2373 -1.2357  -0.61
C 2.0287 2.9427 -1.6532  -0.77
C -0.5351 1.8953 4.8782  -0.63
C -5.0117 -2.4049 -2.4123  -0.13
H 4.6842 4.7420 -2.8486  0.08
H -1.6663 3.7055 4.8438  0.09
H 0.2328 -2.8659 1.1258  0.08
H 1.5806 -2.1641 4.2792  0.11
H 4.6805 1.2807 -0.3243  0.08
H 2.2079 4.6827 -2.8818  0.07
H 1.8601 -2.2433 0.9706  0.06
H 5.9320 3.0504 -1.5310  0.07
H -4.9586 -2.1593 -4.5479  0.09
H 1.4643 -3.3116 2.3249  0.08
H -5.8710 -3.0623 -2.4184  0.09
H 0.9460 -0.2996 5.7534  0.08
H -4.7880 -2.4166 -0.2724  0.10

Properties
Total charge   -2
DFT total energy   -278792.049 eV
Spin multiplicity   4
ΔE to the lowest compared entry with this formula, charge and spin   49.12 kcal per mole
Max |F|   1.92 eV/A
Kohn-Sham gap (alpha / beta)   4.20 / 4.20 eV

***

2.
A molecular structure, C23H13F9FeN4OS, computed with ωB97M-V with the def2-TZVPD basis set.

Last column: Löwdin charge in e.
Element x y z (Å)
Fe 0.4531 -0.0883 0.2133  1.13
S 2.5093 -2.2672 3.4528  1.09
F -1.1339 -3.1736 -1.8169  0.17
F 0.8080 -2.4988 -4.5142  0.19
F 0.4999 -3.5058 -0.4583  0.17
F 2.9475 -0.8040 -2.3211  0.17
F 0.9497 -0.3941 -4.0175  0.18
F 2.7781 -2.3929 -0.8792  0.17
F 0.6135 -4.2793 -2.4745  0.20
F -0.9113 -1.4461 -3.7280  0.18
F 2.9177 -2.8703 -2.9821  0.20
O 0.4118 -0.8963 -1.3719  -0.19
N -0.5688 1.4703 1.1017  -0.04
N -2.0114 2.7376 2.1651  0.02
N -0.7419 -1.4852 1.3029  0.02
N -7.8242 5.9103 3.6643  0.18
C 1.8267 -0.6792 1.5639  -0.27
C -0.6097 -3.1971 2.9416  0.01
C 2.4079 -2.0122 -2.1105  -0.55
C -1.7954 1.9571 1.0966  -0.10
C -5.6064 3.6525 2.1784  0.00
C 0.0422 1.9698 2.2447  -0.09
C -1.9886 -1.8610 1.0038  -0.10
C 3.6975 -1.2269 2.8010  -0.38
C -5.6325 4.6219 3.1762  -0.21
C -6.8549 5.3304 3.4594  -0.16
C -1.9078 -3.5724 2.6494  -0.02
C 1.3255 -1.6562 2.3782  -0.53
C -3.2764 4.3102 3.5374  0.01
C 0.2005 -3.2523 -1.7433  -0.54
C 0.4176 -1.5628 -3.6525  -0.56
C -2.6125 -2.9024 1.6556  -0.03
C -4.4193 3.0229 1.8567  0.00
C -0.8393 2.7570 2.9002  0.00
C 0.8476 -1.9014 -2.1908  -0.24
C -3.2503 3.3721 2.5187  -0.16
C -0.0429 -2.1419 2.2433  -0.27
C -4.4683 4.9292 3.8713  0.00
C 3.2101 -0.4382 1.8015  -0.19
H -2.3811 4.5867 4.0746  0.11
H -6.5178 3.3928 1.6586  0.13
H -2.3692 -4.3916 3.1845  0.12
H 3.8213 0.2696 1.2605  0.11
H -0.0299 -3.7217 3.6890  0.12
H -2.4872 -1.3085 0.2166  0.12
H 1.0538 1.7175 2.5093  0.11
H -2.5124 1.7945 0.3114  0.14
H -4.4946 5.6572 4.6700  0.13
H -0.7239 3.3227 3.8049  0.13
H 4.7058 -1.2532 3.1840  0.08
H -3.6228 -3.1792 1.3928  0.12
H -4.4241 2.2585 1.0933  0.11

Properties
Total charge   +1
DFT total energy   -101744.396 eV
Spin multiplicity   6
Max |F|   1.47 eV/A
Kohn-Sham gap (alpha / beta)   8.52 / 6.90 eV

***

3.
A molecular structure, C23H14Br2N2O3Pt, computed with ωB97M-V with the def2-TZVPD basis set.

Last column: Löwdin charge in e.
Element x y z (Å)
Pt -0.2705 0.7235 -0.0531  1.56
Br 5.4702 1.7337 4.3392  1.00
Br 3.2465 7.3425 -0.8817  0.81
O -1.1315 2.7379 0.2684  -0.03
O 1.7261 0.0016 0.1258  -0.09
O 0.8899 2.4831 -0.4419  -0.07
N -0.3730 0.3613 2.0734  0.00
N -2.2151 0.0598 0.1188  -0.08
C -4.4171 -0.2747 3.0662  0.03
C -3.5004 -0.1450 4.0712  -0.01
C -2.1420 0.0714 3.7763  0.04
C -1.7210 0.1791 2.4762  -0.18
C -0.9703 5.5786 0.0543  0.00
C 0.1193 4.7399 -0.1757  -0.15
C -2.6527 0.0217 1.4228  -0.15
C 1.3843 5.2556 -0.4642  -0.05
C 0.5972 0.7313 2.8185  -0.01
C 4.7770 0.7020 1.8083  -0.06
C -4.0079 -0.2015 1.7137  -0.12
C 0.4705 7.4735 -0.2854  -0.08
C -4.8984 -0.3599 0.6284  0.06
C 3.8937 0.2842 0.8665  0.07
C -3.0768 -0.0989 -0.8807  -0.06
C -0.7857 6.9474 -0.0088  -0.03
C 1.9890 0.8032 2.3875  -0.09
C -0.0467 3.2970 -0.1193  -0.52
C 2.4712 0.3572 1.0864  -0.29
C -4.4365 -0.3134 -0.6599  0.01
C 4.2950 1.1755 3.0512  -0.65
C 1.5478 6.6252 -0.5082  -0.67
C 2.9085 1.1944 3.3276  -0.03
H 2.5790 1.5039 4.3119  0.13
H -1.6198 7.6153 0.1556  0.12
H 5.8420 0.6753 1.6227  0.13
H -2.6712 -0.0649 -1.8834  0.13
H -1.9436 5.1592 0.2686  0.12
H 4.2183 -0.0826 -0.0981  0.15
H -1.4316 0.1282 4.5910  0.12
H 0.6155 8.5443 -0.3322  0.12
H 2.2182 4.5955 -0.6560  0.12
H 0.4088 0.9630 3.8667  0.15
H -5.9499 -0.5261 0.8288  0.14
H -5.4609 -0.4517 3.2905  0.14
H -5.0964 -0.4410 -1.5052  0.13
H -3.8097 -0.2230 5.1038  0.13

Properties
Total charge   +2
DFT total energy   -176514.274 eV
Spin multiplicity   5
Max |F|   0.44 eV/A
Kohn-Sham gap (alpha / beta)   6.48 / 4.13 eV

***

4.
A molecular structure, C23H14Br4F4GeN6NiO2S, computed with ωB97M-V with the def2-TZVPD basis set.

Last column: Löwdin charge in e.
Element x y z (Å)
Br -0.5241 -0.9176 5.1959  0.65
Br 2.4105 0.5335 4.7317  0.65
Br -2.3997 -1.6791 2.5208  0.76
Br 3.4558 1.1303 1.6100  0.72
Ge 1.6465 -2.3453 -1.9097  0.84
Ni -0.3859 0.1403 -1.6148  0.25
S 0.3073 1.1066 -3.4465  0.70
F -4.2856 1.5126 2.7631  0.10
F -2.8396 2.8852 4.4367  0.11
F 0.5196 3.3677 1.1496  0.13
F -0.8918 1.9971 -0.5289  0.07
O 1.3416 0.2891 -0.4023  -0.17
O -0.9827 -0.9209 -0.0198  -0.17
N -0.5626 -0.8495 -5.0988  0.01
N 1.5808 5.5952 3.0536  0.15
N -2.5082 0.2183 -2.1476  0.17
N -0.8700 4.4203 6.2543  0.14
N -5.9007 0.1479 0.5033  0.14
N 1.7716 -0.7858 -4.6801  0.02
C -1.4224 2.2166 0.6948  -0.12
C -2.6990 1.6881 1.0110  -0.05
C -2.3450 2.6755 3.2162  -0.15
C 3.4476 -1.5401 -1.8553  -0.21
C 0.0967 -0.5362 3.4464  -0.78
C -1.0905 3.2390 2.8825  -0.04
C 1.7733 -3.9769 -3.0800  -0.23
C -0.6660 2.9444 1.5628  -0.15
C -3.4936 0.9437 0.1023  -0.17
C 0.1902 -1.3029 -2.7525  -0.33
C -3.1035 1.9603 2.3391  -0.17
C 1.1961 -3.1641 -0.1715  -0.19
C 0.9959 0.0327 0.8165  -0.46
C -2.9832 0.5357 -1.1401  -0.16
C 1.7734 0.3233 1.9404  -0.65
C -0.6960 -0.8625 2.3374  -0.64
C 0.4565 -0.6050 -4.0805  -1.03
C 1.3329 0.0587 3.2457  -0.77
C -0.2820 -0.6084 1.0304  -0.45
C -0.6741 4.2326 5.1322  -0.22
C -4.8113 0.5072 0.3736  -0.23
C -0.3478 4.0560 3.7671  -0.16
C 0.7411 4.8608 3.3492  -0.22
H 0.1196 -3.2442 -0.0278  0.02
H 3.9811 -1.9408 -0.9915  0.02
H -1.4500 -0.5139 -4.7422  0.04
H 1.6087 -2.5780 0.6497  0.02
H 0.8291 -4.5250 -3.0318  0.01
H -0.7258 -1.9005 -2.7755  0.07
H -0.6515 -1.8480 -5.2713  0.06
H 3.3808 -0.4603 -1.7395  0.01
H 1.9718 -1.7729 -4.8049  0.04
H 2.4694 -0.3920 -4.0611  0.03
H 4.0117 -1.7879 -2.7581  0.01
H 1.9846 -3.7606 -4.1295  -0.01
H 1.6351 -4.1647 -0.1430  0.01
H 2.5637 -4.6359 -2.7118  0.00

Properties
Total charge   -2
DFT total energy   -436548.476 eV
Spin multiplicity   3
Max |F|   1.72 eV/A
Kohn-Sham gap (alpha / beta)   6.36 / 4.34 eV

***

5.
A molecular structure, C23H14Cl4I2MoN5O8S, computed with ωB97M-V with the def2-TZVPD basis set.

Last column: Löwdin charge in e.
Element x y z (Å)
I 2.6871 2.1685 0.8125  0.02
I -3.2067 2.8039 -0.9578  0.66
Mo -0.1682 1.9447 0.6965  1.34
Cl -0.4162 6.7142 -1.0074  0.70
Cl -0.3089 7.6538 4.3339  0.64
Cl -0.3396 8.7192 1.4086  0.66
Cl -0.3166 4.5438 4.8592  0.69
S -2.2160 -1.5537 -1.3550  0.68
O 3.5721 -3.9683 -0.7766  0.07
O -0.3112 3.8190 -0.0377  -0.30
O -0.0145 1.6326 -3.0709  0.15
O -0.0045 1.2313 -0.8949  -0.36
O 3.9777 -2.6049 -5.3462  0.07
O 2.9953 -0.8228 -6.0328  0.09
O 2.5104 -2.7489 0.6239  0.09
O -0.3019 2.9767 2.2347  -0.33
N 3.2753 -1.6261 -5.1671  -0.35
N -0.6337 -0.8486 1.3451  0.13
N -1.4422 -4.1181 -1.0963  -0.14
N -1.3192 -3.0221 0.7943  0.01
N 2.9181 -2.9813 -0.4949  -0.35
C 3.1032 -2.2758 -2.8216  0.09
C -0.4953 0.1566 2.2104  -0.27
C -0.9871 -4.3509 1.0438  -0.05
C 1.3489 -0.1536 -2.3400  -0.09
C -0.3365 4.7695 0.8468  -0.39
C -1.6023 -4.4090 -2.4997  -0.05
C 2.5940 -2.0537 -1.5526  -0.11
C -1.6188 -2.8768 -0.5544  -0.74
C -1.0517 -5.0134 -0.1183  -0.05
C -0.3517 7.0223 1.6971  -0.70
C -0.3723 6.1426 0.6125  -0.61
C 1.8487 -0.3670 -3.6163  0.10
C -1.1827 -1.9852 1.7456  -0.27
C -0.3250 5.1758 3.2561  -0.61
C -1.4493 -1.1414 3.9515  -0.05
C -0.8980 0.0557 3.5376  -0.03
C -1.5847 -2.1912 3.0604  0.00
C 1.7439 -0.9800 -1.2957  0.06
C 0.3768 0.9688 -2.1564  -0.49
C -0.3244 4.3020 2.1871  -0.35
C -2.3347 1.7430 0.7149  -0.76
C -0.3326 6.5505 3.0100  -0.72
C 2.7339 -1.4127 -3.8347  -0.11
H -1.7688 -1.2633 4.9779  0.11
H -2.0361 -5.3998 -2.6251  0.09
H 0.3928 0.8642 1.9559  -0.01
H -2.7014 0.7276 0.5745  -0.08
H -0.7633 0.8859 4.2166  0.11
H 1.5398 0.2694 -4.4327  0.14
H 3.7772 -3.0967 -3.0107  0.13
H -0.6620 -4.6830 2.0121  0.12
H -2.2618 -3.6556 -2.9252  0.04
H 1.3694 -0.8367 -0.2933  0.09
H -1.9927 -3.1452 3.3642  0.11
H -0.6395 -4.3702 -3.0148  0.09
H -2.8387 2.1606 1.5862  -0.03
H -0.8538 -6.0463 -0.3409  0.12

Properties
Total charge   -1
DFT total energy   -126889.026 eV
ΔE to the lowest compared entry with this formula, charge and spin   47.18 kcal per mole
Max |F|   4.50 eV/A
Kohn-Sham gap   5.65 eV

***

6.
A molecular structure, C23H14Cl4I2MoN5O8S, computed with ωB97M-V with the def2-TZVPD basis set.

Last column: Löwdin charge in e.
Element x y z (Å)
I -1.1965 -2.0210 -2.1005  0.22
I -0.1474 -3.4134 1.3627  0.66
Mo -0.4397 -0.1643 -0.2537  1.30
Cl -4.8546 3.1869 -4.3418  0.65
Cl -6.5703 2.0611 -2.0186  0.64
Cl -5.1758 0.4404 0.3072  0.70
Cl -1.7742 2.7901 -4.3856  0.69
S 2.0437 1.7925 1.0619  0.76
O 6.9376 -3.6661 2.1970  0.07
O 2.9259 -0.8924 -1.8703  0.14
O 1.2218 -0.5651 -0.4907  -0.43
O 3.4140 -1.9571 5.0434  0.06
O -0.8240 1.2125 -1.9436  -0.22
O 6.8120 -3.3497 0.0596  0.08
O 1.4808 -1.5810 4.1087  0.04
O -2.1747 0.2502 -0.1394  -0.43
N 0.3719 1.4581 3.2085  0.02
N 2.5183 1.2298 3.6385  -0.12
N -0.7718 2.0131 1.2583  0.04
N 6.3558 -3.2758 1.1918  -0.35
N 2.6880 -1.8638 4.0468  -0.32
C 5.0680 -2.6865 1.3529  -0.12
C 1.8352 1.0320 4.8092  -0.07
C -2.8029 3.2126 2.7423  -0.05
C 0.5210 1.1709 4.5563  -0.04
C 3.9464 1.2061 3.4808  -0.04
C -0.9721 -1.4088 1.4826  -0.77
C -2.0817 1.4043 -2.0939  -0.49
C -4.1017 2.2954 -3.0831  -0.72
C 3.1431 -1.6136 0.3944  -0.10
C 2.4450 -1.0051 -0.7651  -0.51
C -2.8988 0.8758 -1.0393  -0.42
C 1.6296 1.4746 2.6394  -0.71
C 3.2679 -2.0121 2.7745  -0.16
C -4.2695 1.0697 -1.0131  -0.62
C -1.6651 2.8280 0.6846  -0.11
C -4.8755 1.7919 -2.0410  -0.73
C 2.5771 -1.5302 1.6602  -0.03
C -2.6770 3.4599 1.3767  -0.04
C -1.8241 2.4662 3.3682  0.00
C -2.7203 2.1159 -3.1170  -0.62
C 4.5254 -2.5901 2.6275  0.11
C 4.3963 -2.2018 0.2272  0.12
C -0.7799 1.9419 2.5991  -0.26
H 4.3881 0.5264 4.2083  0.09
H -2.0525 -1.6063 1.5130  -0.04
H 4.1873 0.8817 2.4692  0.06
H 4.3682 2.2027 3.6305  0.10
H -0.3090 1.0425 5.2138  0.12
H -1.5269 3.0007 -0.3750  0.12
H -3.3573 4.1240 0.8678  0.11
H -0.6890 -1.1115 2.4994  -0.07
H 4.8476 -2.2640 -0.7511  0.14
H -1.8457 2.3144 4.4353  0.10
H 5.0710 -2.9402 3.4894  0.13
H -3.6175 3.6380 3.3086  0.11
H 1.6313 -1.0304 1.8213  0.06
H 2.3305 0.7646 5.7196  0.13

Properties
Total charge   -1
DFT total energy   -126888.676 eV
ΔE to the lowest compared entry with this formula, charge and spin   55.24 kcal per mole
Max |F|   5.93 eV/A
Kohn-Sham gap (alpha / beta)   5.13 / 5.08 eV